Record 1
The following is a DFT calculation (ωB97M-V/def2-TZVPD) of C16H31NP2SV as an isolated structure at a distorted geometry.

Cartesian coordinates (Å):
P 1.94 -0.34 1.11
P 0.75 0.70 -1.76
C 2.91 -0.41 -0.48
C 2.51 0.74 -1.42
H 2.76 -1.40 -0.96
H 3.96 -0.30 -0.15
H 2.79 1.73 -1.01
H 3.06 0.64 -2.37
C 0.55 -0.42 -3.20
H -0.52 -0.61 -3.36
H 1.06 -1.37 -3.05
H 0.94 0.06 -4.10
C 0.47 2.25 -2.72
H 0.84 2.09 -3.74
H 1.02 3.11 -2.30
H -0.58 2.53 -2.82
C 2.98 -1.54 2.12
H 2.43 -2.18 2.83
H 3.94 -1.17 2.45
H 3.18 -2.22 1.28
C 2.39 1.36 1.69
H 1.85 2.09 1.08
H 3.48 1.48 1.62
H 2.06 1.54 2.73
V 1.56 -0.22 3.27
C -3.87 0.74 -0.82
C -3.89 -0.21 -1.76
C -3.28 -1.59 -1.80
C -2.23 -1.94 -0.71
C -0.93 -1.35 -0.95
C -0.52 0.02 -0.62
C -1.43 1.23 -0.45
C -2.77 0.97 0.20
C 0.55 1.05 4.68
H -4.63 1.54 -0.84
H -4.41 0.06 -2.68
H -2.81 -1.67 -2.79
H -4.09 -2.33 -1.77
H -2.62 -1.71 0.28
H -2.13 -3.04 -0.71
H -0.20 -2.03 -1.37
H -0.05 -0.09 0.44
H -1.63 1.73 -1.40
H -0.92 1.99 0.18
H -2.67 0.22 0.99
H -3.08 1.91 0.68
H -0.45 1.17 4.19
H 1.04 2.02 4.88
H 0.52 0.39 5.58
S -1.54 -3.51 3.12
C -0.52 -2.34 3.30
N 0.23 -1.41 3.40

- Calculated total energy: -73676.1330 eV
- Multiplicity: 4
- LUMO energy (spin up / spin down): -0.061 / -0.119 eV
- Energy above the lowest of the compared OMol25 structures with the same formula, charge and spin: 98.0 kcal per mole
- <S²>: 3.778
- Net charge: 0
- Largest force on an atom: 0.0865 Eh/bohr

---

Record 2
The following is a DFT calculation (ωB97M-V/def2-TZVPD) of C16H31NP2SeSn as an isolated structure at a distorted geometry.

Cartesian coordinates (Å):
P 0.14 -1.80 -1.83
P 0.25 2.07 -1.56
C -0.30 -0.43 -2.97
C 0.50 0.88 -2.95
H -1.40 -0.26 -2.93
H -0.09 -0.92 -3.94
H 1.58 0.71 -3.14
H 0.13 1.45 -3.82
C -1.38 2.68 -2.11
H -1.82 3.38 -1.39
H -2.07 1.85 -2.30
H -1.17 3.19 -3.05
C 1.42 3.37 -1.93
H 1.01 3.93 -2.77
H 2.38 2.92 -2.22
H 1.55 4.03 -1.06
C -1.12 -3.00 -2.18
H -1.21 -3.68 -1.32
H -0.79 -3.52 -3.08
H -2.07 -2.48 -2.35
C 1.76 -2.31 -2.42
H 2.46 -1.46 -2.45
H 1.60 -2.69 -3.44
H 2.15 -3.11 -1.78
Sn 1.34 0.05 4.56
C 0.13 1.98 0.28
C -1.27 1.71 0.61
C -1.82 0.49 0.10
C -1.81 -0.75 1.09
C -0.98 -1.78 0.51
C 0.36 -1.57 -0.08
C 1.31 -0.33 0.08
C 0.97 0.85 0.99
C 0.43 -1.91 4.96
H 0.48 2.96 0.62
H -1.97 2.50 0.90
H -1.18 0.22 -0.77
H -2.85 0.61 -0.30
H -1.48 -0.42 2.09
H -2.86 -1.06 1.22
H -1.23 -2.82 0.69
H 0.97 -2.43 0.28
H 1.54 0.11 -0.91
H 2.30 -0.74 0.39
H 0.48 0.50 1.90
H 1.91 1.29 1.34
H 1.09 -2.44 5.66
H 0.30 -2.50 4.04
H -0.53 -1.73 5.42
Se -0.15 0.96 9.27
C 0.34 0.77 7.60
N 0.67 0.67 6.46

- Calculated total energy: -108320.2047 eV
- Multiplicity: 1
- LUMO energy (spin up / spin down): -6.570 / -6.948 eV
- Energy above the lowest of the compared OMol25 structures with the same formula, charge and spin: 24.9 kcal per mole
- Net charge: +2
- Largest force on an atom: 0.0407 Eh/bohr

---

Record 3
The following is a DFT calculation (ωB97M-V/def2-TZVPD) of C16H32AgAsF6O12 as an isolated structure at a distorted geometry.

Cartesian coordinates (Å):
Ag -0.32 -0.12 -0.49
As -3.62 0.36 -2.86
F -4.84 0.77 -1.72
F -2.46 0.40 -1.54
F -2.29 0.01 -3.90
F -4.72 0.29 -4.17
F -3.37 2.05 -3.15
F -3.89 -1.31 -2.54
C 1.80 0.26 5.13
C 2.19 1.21 4.03
O 1.22 1.02 2.98
C 1.00 1.95 2.06
O 0.17 1.80 1.20
O 1.78 3.02 2.19
C 1.65 4.01 1.17
H 2.31 0.43 6.08
H 2.01 -0.77 4.83
H 0.74 0.41 5.33
H 3.18 1.00 3.63
H 2.15 2.24 4.39
H 0.73 4.58 1.30
H 1.77 3.60 0.17
H 2.50 4.69 1.30
C -0.25 -2.17 3.60
C -1.76 -2.28 3.49
O -2.38 -1.00 3.49
C -2.37 -0.34 2.34
O -1.92 -0.77 1.30
O -2.96 0.83 2.50
C -3.22 1.56 1.29
H 0.01 -1.73 4.56
H 0.11 -1.49 2.82
H 0.27 -3.12 3.50
H -2.15 -2.79 4.37
H -2.04 -2.88 2.62
H -3.78 2.44 1.61
H -3.85 0.98 0.62
H -2.30 1.87 0.82
C 3.43 1.13 -3.62
C 3.33 1.96 -2.36
O 2.34 2.99 -2.56
C 1.11 2.72 -2.14
O 0.77 1.64 -1.71
O 0.36 3.79 -2.25
C -0.96 3.74 -1.70
H 4.09 0.27 -3.50
H 3.83 1.73 -4.43
H 2.42 0.79 -3.87
H 4.24 2.53 -2.21
H 3.08 1.35 -1.49
H -1.62 3.19 -2.36
H -1.29 4.76 -1.58
H -0.94 3.21 -0.74
C 2.58 -4.49 -3.24
C 1.91 -4.00 -1.99
O 0.53 -4.36 -2.02
C -0.34 -3.49 -1.51
O -0.07 -2.36 -1.17
O -1.51 -4.07 -1.40
C -2.57 -3.31 -0.81
H 2.51 -5.57 -3.34
H 3.65 -4.25 -3.17
H 2.21 -4.03 -4.15
H 2.05 -2.93 -1.84
H 2.35 -4.50 -1.12
H -2.48 -3.36 0.27
H -3.49 -3.82 -1.11
H -2.60 -2.30 -1.19

- Calculated total energy: -122828.4814 eV
- Multiplicity: 1
- LUMO energy: -0.034 eV
- Energy above the lowest of the compared OMol25 structures with the same formula, charge and spin: 4.5 kcal per mole
- Net charge: 0
- Largest force on an atom: 0.0202 Eh/bohr

---

Record 4
The following is a DFT calculation (ωB97M-V/def2-TZVPD) of a 5-piece molecular cluster, C16H32BI2O17S5 overall at a distorted geometry.

Cartesian coordinates (Å):
C 1.29 5.33 -2.53
C -0.28 4.94 -2.72
I -0.36 2.76 -2.33
C -1.08 5.68 -1.53
B -2.35 6.61 -2.08
C -3.77 5.77 -1.79
C -4.06 4.64 -2.89
C -5.35 3.79 -2.37
S -6.89 4.83 -2.22
C -2.45 8.00 -1.21
C -2.87 9.31 -2.01
O -3.22 10.31 -1.33
I -2.84 9.57 -4.17
H 1.45 6.42 -2.82
H 1.99 4.62 -3.10
H 1.49 5.21 -1.41
H -0.67 5.19 -3.76
H -0.34 6.40 -1.02
H -1.41 4.91 -0.76
H -2.31 6.75 -3.26
H -3.77 5.29 -0.74
H -4.60 6.56 -1.86
H -3.17 3.95 -3.06
H -4.33 5.09 -3.91
H -5.07 3.34 -1.36
H -5.59 2.92 -3.07
H -6.63 5.94 -1.43
H -1.51 8.22 -0.59
H -3.28 7.84 -0.42
C 1.55 -2.31 0.60
C 1.69 -1.58 -0.72
O 0.41 -0.97 -0.94
S -0.23 -0.57 0.50
O 0.05 0.81 0.74
O -1.55 -1.13 0.57
O 0.76 -1.45 1.43
H 1.02 -3.26 0.48
H 2.52 -2.50 1.07
H 1.93 -2.25 -1.55
H 2.44 -0.79 -0.67
C 6.73 -4.21 1.95
C 6.32 -4.05 3.40
O 4.89 -4.03 3.38
S 4.37 -4.97 2.16
O 4.03 -6.25 2.70
O 3.46 -4.21 1.35
O 5.78 -5.11 1.38
H 6.66 -3.26 1.41
H 7.74 -4.61 1.85
H 6.71 -3.14 3.85
H 6.63 -4.91 4.00
C 2.53 -8.10 -0.59
C 2.42 -8.46 -2.06
O 1.88 -7.30 -2.69
S 2.41 -5.98 -1.90
O 3.54 -5.46 -2.60
O 1.27 -5.18 -1.55
O 2.94 -6.73 -0.57
H 1.56 -8.17 -0.09
H 3.26 -8.72 -0.06
H 1.78 -9.32 -2.23
H 3.41 -8.66 -2.49
C -1.72 -1.48 4.28
C -2.83 -2.04 3.40
O -3.37 -3.13 4.15
S -3.27 -2.79 5.73
O -4.53 -2.27 6.16
O -2.61 -3.88 6.39
O -2.22 -1.55 5.61
H -0.82 -2.09 4.21
H -1.48 -0.44 4.02
H -2.46 -2.39 2.43
H -3.62 -1.31 3.24

- Calculated total energy: -122968.2659 eV
- Multiplicity: 1
- LUMO energy: 1.134 eV
- Energy above the lowest of the compared OMol25 structures with the same formula, charge and spin: 61.3 kcal per mole
- Net charge: -1
- Largest force on an atom: 0.1188 Eh/bohr

---

Record 5
The following is a DFT calculation (ωB97M-V/def2-TZVPD) of C16H32BN8OPdS2 as an isolated structure at a distorted geometry.

Cartesian coordinates (Å):
Pd 1.18 -0.12 -1.29
C 2.44 -1.39 1.78
N 1.71 -2.44 1.03
C 0.87 -3.40 1.49
C 0.45 -4.10 0.42
N 1.08 -3.60 -0.71
B 0.95 -4.21 -2.09
N 0.42 -3.21 -3.18
C 0.71 -3.44 -4.49
C 0.25 -2.46 -5.29
N -0.46 -1.60 -4.46
C -1.44 -0.74 -5.03
C -0.31 -2.07 -3.15
S -0.90 -1.33 -1.76
C 1.86 -2.58 -0.30
S 2.82 -1.61 -1.24
H 3.44 -1.78 2.01
H 1.79 -1.13 2.66
H 2.57 -0.55 1.15
H 0.72 -3.43 2.56
H -0.12 -5.01 0.30
H 0.16 -5.11 -2.06
H 2.00 -4.71 -2.44
H 1.40 -4.25 -4.75
H 0.30 -2.30 -6.34
H -0.98 0.23 -5.34
H -2.20 -0.50 -4.30
H -1.90 -1.22 -5.97
C 2.15 2.56 -0.55
N 0.92 3.28 -0.53
C 1.07 4.73 -0.54
C -0.27 2.68 -0.84
N -0.28 1.49 -1.45
N -1.40 3.44 -0.51
C -2.52 3.55 -1.41
C -1.73 3.36 0.95
H 2.91 3.10 -1.16
H 1.89 1.54 -0.92
H 2.49 2.46 0.50
H 1.52 5.09 -1.50
H 1.80 4.97 0.29
H 0.11 5.19 -0.32
H -1.22 1.34 -1.80
H -2.88 4.60 -1.32
H -3.30 2.78 -1.08
H -2.25 3.32 -2.41
H -0.83 3.12 1.50
H -2.52 2.62 1.13
H -2.08 4.35 1.19
C -2.38 -0.16 4.85
N -0.93 -0.14 4.93
C -0.30 -0.68 6.13
C -0.20 0.65 4.14
O 1.01 0.82 4.29
H -2.69 -0.40 3.78
H -2.75 0.78 5.23
H -2.80 -0.95 5.50
H -0.33 -1.79 6.12
H -0.91 -0.42 7.01
H 0.70 -0.28 6.34
H -0.80 1.08 3.25

- Calculated total energy: -56906.7369 eV
- Multiplicity: 1
- LUMO energy: 2.298 eV
- Energy above the lowest of the compared OMol25 structures with the same formula, charge and spin: 0.0 kcal per mole
- Net charge: -1
- Largest force on an atom: 0.0761 Eh/bohr

---

Record 6
The following is a DFT calculation (ωB97M-V/def2-TZVPD) of a 6-piece molecular cluster, C16H32Br10INO4Si overall at a distorted geometry.

Cartesian coordinates (Å):
C 3.84 0.79 2.87
C 3.62 0.77 1.22
C 2.37 1.76 0.76
O 2.44 3.03 1.18
O 1.30 1.17 -0.06
C -0.02 1.78 0.24
C -0.55 1.51 1.77
Si -2.17 0.48 1.91
C -2.47 -0.73 0.41
I -1.82 -1.05 3.89
O -3.63 1.50 2.15
N -3.28 2.72 2.60
O -3.82 3.52 1.83
H 4.12 -0.27 3.30
H 2.83 1.20 3.31
H 4.71 1.51 3.20
H 3.41 -0.34 0.83
H 4.65 1.14 0.77
H -0.76 1.40 -0.61
H 0.07 2.96 0.08
H 0.28 0.96 2.43
H -0.66 2.59 2.27
H -1.77 -0.52 -0.50
H -2.44 -1.87 0.76
H -3.61 -0.55 0.10
Br -6.48 -2.94 -0.90
C -6.64 -1.14 -1.65
C -5.83 -1.01 -2.91
Br -3.93 -0.82 -2.52
H -6.34 -0.44 -0.86
H -7.70 -1.01 -1.85
H -6.10 -0.09 -3.45
H -5.93 -1.86 -3.59
Br -0.47 -0.70 -2.93
C -0.62 1.09 -3.68
C 0.19 1.22 -4.94
Br 2.09 1.41 -4.55
H -0.32 1.79 -2.89
H -1.69 1.22 -3.88
H -0.08 2.14 -5.48
H 0.08 0.37 -5.62
Br 5.41 5.84 -3.36
C 3.95 5.67 -2.07
C 3.01 4.55 -2.46
Br 1.84 5.08 -3.92
H 3.46 6.65 -2.02
H 4.44 5.46 -1.12
H 2.34 4.31 -1.63
H 3.53 3.64 -2.77
Br 4.92 -2.81 2.24
C 5.03 -3.39 0.38
C 6.22 -2.78 -0.32
Br 5.88 -0.92 -0.79
H 4.07 -3.14 -0.09
H 5.13 -4.48 0.43
H 6.40 -3.28 -1.28
H 7.13 -2.80 0.28
Br -4.28 -7.44 4.30
C -3.17 -5.84 4.25
C -4.02 -4.59 4.31
Br -4.86 -4.22 2.59
H -2.55 -5.90 3.35
H -2.53 -5.91 5.13
H -3.40 -3.71 4.51
H -4.82 -4.64 5.05

- Calculated total energy: -743190.9071 eV
- Multiplicity: 1
- LUMO energy: -0.502 eV
- Energy above the lowest of the compared OMol25 structures with the same formula, charge and spin: 81.4 kcal per mole
- SMILES: CCC(=O)OCC[Si@@](C)(I)ON=O.BrCCBr.BrCCBr.BrCCBr.BrCCBr.BrCCBr
- Net charge: 0
- Largest force on an atom: 0.1577 Eh/bohr

---

Record 7
The following is a DFT calculation (ωB97M-V/def2-TZVPD) of C16H32Cl2NO2Si2TeTi as an isolated structure.

Cartesian coordinates (Å):
Ti 0.29 0.58 -1.96
Cl -0.53 -1.26 -3.63
C -0.95 -0.01 -4.84
Cl -1.26 1.49 -3.92
H -1.87 -0.30 -5.35
H -0.11 0.15 -5.50
C 1.56 5.99 0.96
C 1.22 4.71 0.30
C 1.41 3.47 0.93
C 1.09 2.31 0.29
N 0.58 2.30 -0.98
C 0.39 3.50 -1.60
C 0.69 4.69 -1.00
H 1.88 5.86 1.99
H 0.71 6.67 0.94
H 2.36 6.49 0.41
H 1.82 3.42 1.93
H 1.26 1.34 0.75
H 0.01 3.47 -2.62
H 0.53 5.61 -1.55
C 3.01 -2.62 3.55
Si 1.94 -3.07 2.12
C 2.79 -4.04 0.78
C 0.33 -3.87 2.62
C 1.50 -1.35 1.29
Te -0.01 -1.61 -0.16
C -1.70 -1.19 1.05
Si -3.27 -0.76 0.07
C -2.70 0.80 -0.86
C -3.62 -2.13 -1.13
C -4.65 -0.37 1.23
H 3.33 -3.54 4.06
H 2.49 -2.01 4.29
H 3.92 -2.09 3.24
H 3.09 -5.01 1.17
H 3.69 -3.54 0.42
H 2.14 -4.24 -0.08
H 0.54 -4.80 3.15
H -0.31 -4.15 1.77
H -0.25 -3.25 3.31
H 2.38 -0.97 0.77
H 1.12 -0.62 2.01
H -1.40 -0.40 1.75
H -1.82 -2.12 1.63
H -1.62 0.64 -1.11
H -2.70 1.69 -0.23
H -3.23 1.01 -1.79
H -2.79 -2.35 -1.81
H -4.49 -1.89 -1.74
H -3.85 -3.06 -0.60
H -4.38 0.41 1.94
H -4.95 -1.26 1.80
H -5.53 -0.04 0.68
O 1.66 0.94 -3.39
C 2.54 0.33 -2.71
O 2.11 -0.19 -1.63
H 3.59 0.26 -3.02

- Calculated total energy: -93880.5110 eV
- Multiplicity: 1
- LUMO energy (spin up / spin down): -11.763 / -11.759 eV
- Energy above the lowest of the compared OMol25 structures with the same formula, charge and spin: 3.2 kcal per mole
- Net charge: +3
- Largest force on an atom: 0.0029 Eh/bohr

---

Record 8
The following is a DFT calculation (ωB97M-V/def2-TZVPD) of C16H32CoN2OSSe2Si2 as an isolated structure at a distorted geometry.

Cartesian coordinates (Å):
Co -0.06 -0.12 -0.21
C 0.80 2.62 1.90
Si 0.11 1.17 2.86
C -0.83 1.89 4.32
C 1.47 0.14 3.62
C -0.92 0.14 1.70
C -1.94 0.96 0.99
C -2.98 1.75 1.50
C -3.77 2.48 0.63
C -3.51 2.43 -0.74
C -2.49 1.62 -1.19
N -1.76 0.90 -0.34
Si -1.68 -1.44 2.33
C -2.92 -1.16 3.71
C -2.68 -2.21 0.93
C -0.39 -2.62 3.00
H 1.67 3.06 2.40
H 0.04 3.41 1.79
H 1.11 2.32 0.89
H -0.14 2.46 4.95
H -1.29 1.12 4.94
H -1.62 2.58 4.00
H 2.22 0.78 4.11
H 1.98 -0.46 2.85
H 1.07 -0.55 4.37
H -3.16 1.77 2.57
H -4.58 3.09 1.01
H -4.10 3.01 -1.45
H -2.25 1.53 -2.24
H -3.73 -0.51 3.40
H -2.44 -0.72 4.59
H -3.36 -2.12 4.02
H -3.65 -1.71 0.84
H -2.86 -3.27 1.11
H -2.17 -2.11 -0.03
H -0.42 -2.63 4.10
H 0.62 -2.36 2.70
H -0.59 -3.64 2.65
C 4.56 0.07 1.56
Se 3.23 0.36 0.17
C 3.44 -1.38 -0.67
C 2.69 -2.49 0.04
Se 0.75 -2.49 -0.19
C 0.73 -3.02 -2.05
H 5.55 -0.05 1.12
H 4.31 -0.81 2.16
H 4.54 0.95 2.20
H 4.51 -1.62 -0.65
H 3.14 -1.26 -1.71
H 2.84 -2.45 1.12
H 3.00 -3.47 -0.31
H 1.14 -4.02 -2.12
H 1.29 -2.31 -2.66
H -0.31 -3.02 -2.37
O 1.84 -0.40 -3.90
S 1.19 0.66 -3.12
N 0.92 0.52 -1.70

- Calculated total energy: -217049.7081 eV
- Multiplicity: 2
- LUMO energy (spin up / spin down): -0.234 / 0.285 eV
- Energy above the lowest of the compared OMol25 structures with the same formula, charge and spin: 8.5 kcal per mole
- <S²>: 0.975
- Net charge: 0
- Largest force on an atom: 0.0327 Eh/bohr